ORCA calculation (ωB97M-V/def2-TZVPD) on the molecule H4N2O3Si in a non-equilibrium geometry.

The SMILES is N[Si@H](O)[N+](=O)[O-]. As for the HOMO-LUMO gap: 0.3930 Eh. The calculated total energy comes out at -17064.5586 eV.

```
10
H4N2O3Si | the Open Molecules 2025 dataset | ωB97M-V/def2-TZVPD
N -0.522 -1.008 1.179
N 0.916 -0.159 -1.117
O 2.104 -0.081 -0.925
O 0.372 -0.492 -2.166
O -1.310 1.252 -0.189
Si -0.051 0.392 0.356
H -1.448 -1.049 1.644
H 0.281 -1.476 1.459
H -1.413 1.417 -1.226
H 1.071 1.205 0.984
```


ORCA calculation (ωB97M-V/def2-TZVPD) on a cluster of 2 separate species, C4H10O3 in total in a non-equilibrium geometry.

The SMILES is O=CCCCO.O. As for the HOMO-LUMO gap: 0.3793 Eh. The calculated total energy comes out at -10451.7179 eV.

```
17
C4H10O3 | the Open Molecules 2025 dataset | ωB97M-V/def2-TZVPD
C 0.583 -1.125 -0.979
O 1.204 -2.389 -0.765
C -0.355 -0.763 0.151
C -1.336 0.370 -0.142
C -1.828 0.559 -1.568
O -1.140 0.988 -2.451
H 0.011 -1.215 -1.901
H 1.340 -0.355 -1.167
H 1.824 -2.305 -0.033
H 0.178 -0.552 1.076
H -0.913 -1.676 0.376
H -2.213 0.291 0.487
H -0.925 1.358 0.072
H -2.880 0.269 -1.784
H 2.546 1.579 3.173
H 2.113 2.796 2.392
O 1.791 2.169 3.064
```


ORCA calculation (ωB97M-V/def2-TZVPD) on the molecule C10H24O2Si3 in a non-equilibrium geometry.

The SMILES is C=C[Si](C)(C)O[Si](C)(C)O[Si](C)(C)C=C. As for the HOMO-LUMO gap: 0.3886 Eh. The calculated total energy comes out at -38492.8798 eV.

```
39
C10H24O2Si3 | the Open Molecules 2025 dataset | ωB97M-V/def2-TZVPD
O 0.156 -0.279 -1.640
O -0.798 -0.486 1.112
C 2.679 0.700 0.327
C -0.394 2.568 0.324
C 2.933 0.504 -0.938
C -0.539 2.360 1.603
C -2.664 0.179 -1.074
C -1.408 -2.502 -0.897
C 2.122 -2.352 -1.679
C 2.028 -0.139 -3.713
C -2.789 0.845 3.031
C 0.070 0.503 3.707
Si -1.060 -0.682 -0.525
Si 1.786 -0.544 -1.915
Si -1.064 0.746 2.279
H 1.716 0.463 0.784
H 3.373 1.166 1.004
H -0.594 1.825 -0.402
H -0.027 3.508 -0.080
H 3.861 0.737 -1.405
H -0.226 3.025 2.384
H -2.616 1.221 -0.836
H -3.524 -0.248 -0.559
H -2.874 0.025 -2.183
H -1.723 -2.611 -1.942
H -0.575 -3.181 -0.734
H -2.253 -2.819 -0.284
H 1.586 -2.990 -2.411
H 3.179 -2.468 -1.900
H 1.919 -2.681 -0.668
H 1.218 0.511 -4.034
H 1.997 -1.095 -4.259
H 3.002 0.312 -3.869
H -2.767 1.339 4.003
H -3.131 -0.181 3.118
H -3.485 1.372 2.370
H -0.223 1.086 4.560
H 0.064 -0.535 4.014
H 1.043 0.798 3.330
```


ORCA calculation (ωB97M-V/def2-TZVPD) on a structure of composition C2H5BrOPd in a non-equilibrium geometry.

As for the multiplicity: 3. As for the HOMO-LUMO gap (spin up / spin down): 0.3120 / 0.2313 Eh. The calculated total energy comes out at -77722.1953 eV.

```
10
C2H5BrOPd | the Open Molecules 2025 dataset | ωB97M-V/def2-TZVPD
Pd -30.647 -22.972 5.914
Br -31.566 -20.887 4.834
C -34.265 -23.076 6.211
C -33.694 -24.459 6.339
O -32.331 -24.501 6.549
H -34.259 -22.483 7.128
H -35.299 -23.101 5.863
H -33.679 -22.482 5.504
H -33.841 -25.033 5.407
H -34.165 -25.110 7.087
```


ORCA calculation (ωB97M-V/def2-TZVPD) on a cluster of 3 separate species, C27H53O16P3 in total in a non-equilibrium geometry.

The SMILES is CCOP(=O)(CCC1=C(CCOC(=O)CC)C(=O)OC1=O)OCC.CCOP(=O)(OCC)OCC.CCOP(=O)(OCC)OCC. As for the HOMO-LUMO gap: 0.3673 Eh. The calculated total energy comes out at -89490.6818 eV.

```
99
C27H53O16P3 | the Open Molecules 2025 dataset | ωB97M-V/def2-TZVPD
C -4.922 -4.789 -2.248
C -4.884 -3.763 -3.364
O -3.579 -3.160 -3.383
P -3.445 -1.690 -3.981
O -4.561 -0.801 -3.610
C -1.896 -1.082 -3.274
C -1.129 -0.250 -4.326
C 0.095 0.451 -3.855
C 0.787 0.539 -2.706
C 0.369 -0.019 -1.370
C 1.230 0.315 -0.133
O 1.994 1.494 -0.284
C 1.407 2.645 0.142
O 1.264 3.540 -0.633
C 1.007 2.795 1.584
C -0.544 2.785 1.670
C 2.108 1.139 -3.098
O 3.158 0.922 -2.587
O 2.048 1.650 -4.390
C 0.750 1.418 -4.783
O 0.160 2.142 -5.524
O -3.198 -1.707 -5.552
C -4.341 -2.006 -6.383
C -5.151 -0.782 -6.752
H -4.117 -5.513 -2.353
H -5.870 -5.327 -2.307
H -4.919 -4.289 -1.282
H -5.691 -3.051 -3.202
H -5.072 -4.294 -4.299
H -1.326 -1.981 -3.029
H -2.111 -0.510 -2.379
H -0.728 -1.039 -4.976
H -1.764 0.341 -4.980
H 0.043 -1.053 -1.395
H -0.551 0.545 -1.164
H 0.565 0.420 0.726
H 1.882 -0.531 0.077
H 1.356 3.765 1.928
H 1.450 2.021 2.206
H -0.834 2.379 2.636
H -0.983 2.204 0.861
H -0.915 3.804 1.603
H -4.981 -2.791 -5.982
H -3.931 -2.405 -7.311
H -4.600 -0.101 -7.396
H -5.573 -0.281 -5.886
H -5.997 -1.146 -7.343
O -3.214 -6.011 1.801
P -2.133 -5.603 2.716
O -2.777 -4.755 3.937
C -4.065 -5.070 4.466
C -3.972 -5.971 5.681
O -1.329 -4.450 1.918
C -1.529 -4.246 0.520
C -2.513 -3.121 0.278
O -0.776 -6.071 3.426
C -0.778 -7.133 4.391
C -1.449 -8.393 3.886
H -4.703 -5.522 3.705
H -4.523 -4.121 4.749
H -3.578 -6.953 5.411
H -4.956 -6.116 6.127
H -3.308 -5.542 6.432
H -1.859 -5.163 0.034
H -0.557 -3.986 0.098
H -3.441 -3.274 0.829
H -2.748 -3.037 -0.785
H -2.096 -2.171 0.618
H -1.232 -6.780 5.320
H 0.268 -7.341 4.615
H -2.493 -8.207 3.609
H -1.434 -9.167 4.653
H -0.938 -8.770 2.999
O 4.398 5.825 2.866
P 5.441 6.501 2.071
O 5.961 5.489 0.922
C 5.066 4.572 0.288
C 4.514 5.118 -1.011
O 6.726 6.568 3.048
C 6.609 6.309 4.446
C 6.992 4.878 4.762
O 5.871 7.889 1.395
C 5.110 8.444 0.312
C 3.632 8.559 0.623
H 4.251 4.294 0.958
H 5.641 3.667 0.088
H 3.876 5.987 -0.830
H 3.913 4.362 -1.517
H 5.317 5.432 -1.680
H 5.603 6.531 4.802
H 7.291 6.995 4.951
H 6.436 4.177 4.140
H 6.801 4.648 5.811
H 8.052 4.717 4.559
H 5.285 7.859 -0.594
H 5.523 9.435 0.128
H 3.195 7.583 0.856
H 3.095 8.977 -0.228
H 3.472 9.205 1.487
```


ORCA calculation (ωB97M-V/def2-TZVPD) on a cluster of 2 separate species, C5H16NO in total in a non-equilibrium geometry.

As for the HOMO-LUMO gap: 0.4320 Eh. As for the net charge: +1. The calculated total energy comes out at -8975.6054 eV.

```
23
C5H16NO | the Open Molecules 2025 dataset | ωB97M-V/def2-TZVPD
C -0.023 1.133 -1.562
C 0.061 1.236 -0.021
C -0.531 0.114 0.853
C -2.050 0.365 0.780
C 0.084 0.163 2.247
N 0.457 -0.289 -1.867
H -1.026 1.078 -1.989
H 0.564 1.839 -2.143
H 1.107 1.556 0.144
H -0.378 2.184 0.273
H -0.289 -0.871 0.436
H -2.540 -0.087 1.694
H -2.301 1.423 0.963
H -2.612 0.034 -0.100
H 1.117 -0.198 2.186
H -0.390 -0.622 2.837
H 0.043 1.122 2.767
H 0.635 -0.458 -2.862
H -0.119 -1.030 -1.462
H 1.317 -0.632 -1.425
H 1.700 -3.152 -0.398
H 3.047 -2.511 -0.530
O 2.129 -2.398 -0.822
```


Record-wise ΔE to the lowest compared entry with this formula, charge and spin values, in eV: 0.208, 1.526, 1.412, 0.042, 0.000, 0.910